C3H6ClNS in the gas phase, computed with ωB97M-V with the def2-TZVPD basis set.

HOMO level ... -8.8 eV
Orbital gap ... 9.45 eV
Energy above the lowest of the compared OMol25 structures with the same formula, charge and spin ... 345.3 kJ/mol
Lowest unoccupied orbital energy ... 0.61 eV

XYZ file:
```
12
Properties=species:S:1:pos:R:3:forces:R:3:lowdin_charge:R:1
S -2.1576 -0.2526 -0.7353 -3.715 0.793 -0.230 0.64
N -1.3544 1.1827 -0.4267 0.969 -0.527 0.815 -0.44
C -0.2328 1.1306 0.2096 -0.045 2.447 -0.636 -0.35
C 0.5024 -0.1274 0.7441 -3.977 -1.942 0.620 -0.34
C 1.4006 -0.8459 -0.3437 -3.025 -4.449 3.189 -0.71
Cl 2.3443 0.4518 -0.8585 2.065 0.549 -1.671 0.66
H -3.5776 0.4147 -0.7739 3.095 -1.513 -0.080 -0.02
H 0.0745 2.2581 0.2009 0.606 -2.336 0.855 0.13
H -0.4778 -0.8070 0.9812 2.126 1.026 -0.743 0.09
H 0.8763 -0.1095 1.8024 0.510 0.758 -1.365 0.11
H 1.9088 -1.7930 0.2861 -0.504 2.829 -1.846 0.14
H 0.6933 -1.5026 -1.0862 1.896 2.364 1.093 0.12
```
Positions in Å, forces in eV/Å.



C3H6ClNS in the gas phase, computed with ωB97M-V with the def2-TZVPD basis set.

HOMO level ... -8.6 eV
Orbital gap ... 9.11 eV
Energy above the lowest of the compared OMol25 structures with the same formula, charge and spin ... 16.1 kJ/mol
Lowest unoccupied orbital energy ... 0.50 eV

XYZ file:
```
12
Properties=species:S:1:pos:R:3:forces:R:3:lowdin_charge:R:1
C -0.7570 1.3680 0.1964 0.179 0.148 -0.121 -0.10
C -0.3703 0.1180 -0.6714 0.219 1.353 0.260 -0.76
Cl -1.6787 -1.0696 -0.9071 -0.324 0.244 0.091 0.63
C 0.8878 -0.6154 -0.2559 0.266 0.223 0.585 -0.96
N 0.7728 -1.4752 0.7563 -0.511 0.141 0.120 0.08
S 2.3278 -0.2845 -0.9483 0.266 0.302 -0.235 0.66
H -1.5726 2.0009 -0.2462 0.453 -1.147 0.232 0.09
H -1.0310 1.0214 1.1900 -0.108 0.319 0.157 0.06
H 0.0893 2.1030 0.2589 -0.371 -1.074 0.014 0.09
H -0.1165 0.5763 -1.5959 -0.072 -0.248 -1.180 0.06
H -0.1045 -1.8382 1.0371 -0.929 -0.031 0.148 0.07
H 1.5529 -1.9045 1.1862 0.932 -0.232 -0.071 0.09
```
Positions in Å, forces in eV/Å.



C3H6ClNS in the gas phase, computed with ωB97M-V with the def2-TZVPD basis set.

HOMO level ... -8.4 eV
Orbital gap ... 8.59 eV
Energy above the lowest of the compared OMol25 structures with the same formula, charge and spin ... 264.7 kJ/mol
Lowest unoccupied orbital energy ... 0.14 eV

XYZ file:
```
12
Properties=species:S:1:pos:R:3:forces:R:3:lowdin_charge:R:1
N -0.0240 -1.5010 0.9731 2.924 -2.665 -0.087 -0.04
C -0.7531 -0.8209 0.0630 0.984 0.558 -1.189 -0.93
S -1.3270 -1.4353 -1.4032 0.191 0.204 1.586 0.56
C -0.6748 0.7332 0.2509 0.462 -1.910 -3.115 -0.29
C 0.5932 1.1284 -0.7156 -2.064 -0.333 -1.915 -0.48
Cl 1.8714 0.4217 0.4356 1.513 2.289 -1.595 0.55
H 0.6126 -2.4062 0.5683 -2.914 3.181 1.497 0.20
H 0.5836 -0.9293 1.6512 -1.711 -1.294 -1.513 0.06
H -1.6148 1.0957 -0.1401 -0.072 0.618 0.268 0.08
H -0.3824 0.9602 1.2450 -0.309 0.730 0.822 0.05
H 0.4470 2.3013 -1.1917 1.384 -3.009 2.264 0.15
H 0.6685 0.4523 -1.7365 -0.390 1.633 2.977 0.09
```
Positions in Å, forces in eV/Å.



2 unconnected molecules or ions with the total composition C3H6ClO4P, computed with ωB97M-V with the def2-TZVPD basis set.

HOMO level ... -1.6 eV
Orbital gap ... 7.93 eV
Net charge ... -2
Energy above the lowest of the compared OMol25 structures with the same formula, charge and spin ... 81.6 kJ/mol
Lowest unoccupied orbital energy ... 6.35 eV

XYZ file:
```
15
Properties=species:S:1:pos:R:3:forces:R:3:lowdin_charge:R:1
C 2.1220 -0.0003 -0.4478 1.441 0.439 -1.373 -0.14
C 0.8007 0.1500 0.2963 -0.357 -0.150 0.835 -0.29
C -0.3895 0.4909 -0.5628 0.933 2.980 -0.863 -0.45
O -2.1792 -0.7138 1.0808 -0.053 1.501 0.152 -0.26
O -3.1016 0.9587 -0.5844 -0.518 0.182 -0.772 -0.39
O -1.8521 1.8724 1.4470 0.855 -0.958 -0.731 -0.42
O -0.2226 0.9034 -1.7086 -0.636 -0.819 0.734 -0.02
P -1.9944 0.8034 0.3768 -1.060 -0.974 1.261 0.27
Cl -0.3477 -2.8801 -0.4965 0.188 -0.362 0.066 -0.50
H 3.1444 0.5000 -0.1709 -2.080 -0.690 0.406 0.07
H 2.2635 -1.0943 -0.4787 0.430 0.456 -0.339 0.04
H 1.9872 0.3741 -1.5114 -0.072 -0.607 1.085 0.06
H 0.7189 0.7803 1.2187 0.281 -0.410 -0.777 0.12
H 0.4597 -0.8593 0.5405 0.552 -0.198 0.709 -0.02
H -1.4093 -1.2855 1.0009 0.098 -0.392 -0.394 -0.08
```
Positions in Å, forces in eV/Å.



A molecular structure, C3H6CoO3, computed with ωB97M-V with the def2-TZVPD basis set.

HOMO level (spin up / spin down) ... -20.8 / -20.8 eV
Orbital gap (spin up / spin down) ... 8.54 / 6.69 eV
Net charge ... +2
Energy above the lowest of the compared OMol25 structures with the same formula, charge and spin ... 0.0 kJ/mol
Lowest unoccupied orbital energy (spin up / spin down) ... -12.22 / -14.07 eV
2S+1 ... 4

XYZ file:
```
13
Properties=species:S:1:pos:R:3:forces:R:3:lowdin_charge:R:1
H 1.6221 -1.5366 -0.2476 -0.055 -0.002 -0.233 0.10
C 1.0219 -1.0594 -1.0327 0.180 0.380 0.270 -0.02
C -0.4051 -0.8773 -0.5895 -0.185 -1.794 -1.059 -0.10
H 1.0223 -1.7138 -1.9140 -0.041 0.121 0.202 0.12
H 1.4807 -0.1042 -1.3173 -0.090 -0.231 -0.025 0.11
H -0.8642 -1.8105 -0.2500 0.090 0.136 -0.129 0.15
H -1.0516 -0.4319 -1.3514 0.103 0.295 0.425 0.16
O -0.4748 -0.0400 0.6495 -0.254 -1.017 1.107 -0.08
C -0.6250 1.2836 0.4817 0.975 2.429 -3.268 -0.55
O -0.6958 1.8678 -0.5450 -0.428 -0.702 1.750 0.31
O -0.4209 1.7626 1.7319 -0.252 0.065 1.104 0.12
Co -0.2076 -0.0684 2.5658 0.031 -0.177 -0.161 1.49
H -0.4019 2.7283 1.8187 -0.074 0.496 0.018 0.20
```
Positions in Å, forces in eV/Å.



A molecular structure, C3H6EuFI2NO2S, computed with ωB97M-V with the def2-TZVPD basis set.

HOMO level (spin up / spin down) ... -13.2 / -16.2 eV
Orbital gap (spin up / spin down) ... 4.74 / 4.80 eV
Net charge ... +2
Lowest unoccupied orbital energy (spin up / spin down) ... -8.45 / -11.43 eV
2S+1 ... 8

XYZ file:
```
17
Properties=species:S:1:pos:R:3:forces:R:3:lowdin_charge:R:1
C -1.8578 -1.0484 0.0829 -0.785 0.407 -0.781 -0.10
C -0.9501 -0.6689 -1.0854 0.672 -0.703 1.345 -0.74
I -2.0014 0.5448 -2.5390 -0.073 -0.244 0.025 1.39
C 0.2571 0.1521 -0.6585 -1.378 0.122 1.610 -0.85
I 1.6446 0.1788 -2.4156 1.109 0.112 -1.188 0.71
N 0.9220 -0.3365 0.5771 -0.867 1.832 -1.138 -0.12
S 0.7033 0.7093 1.8716 0.017 -1.589 0.358 0.53
O 1.4002 0.1632 2.9333 2.228 -0.531 1.340 -0.18
O -0.6444 0.9643 2.0518 -2.405 1.211 -0.882 -0.18
F 1.4338 2.0304 1.4284 0.037 0.000 -0.505 -0.15
H -2.4834 -1.8761 -0.2177 -0.282 -0.207 0.068 0.10
H -2.4755 -0.2051 0.3622 -0.244 0.140 0.323 0.08
H -1.2913 -1.3269 0.9635 0.332 -0.092 -0.096 0.09
H -0.6779 -1.5711 -1.6194 0.089 -0.073 -0.413 0.07
H -0.0633 1.1864 -0.5580 0.210 0.160 0.088 0.04
H 1.9136 -0.2885 0.4146 0.896 -0.709 -0.093 0.03
Eu 4.1705 1.3922 -1.5919 0.443 0.165 -0.061 1.29
```
Positions in Å, forces in eV/Å.



2 unconnected molecules or ions with the total composition C3H6F2N2, computed with ωB97M-V with the def2-TZVPD basis set.

HOMO level ... -10.3 eV
Orbital gap ... 11.06 eV
Energy above the lowest of the compared OMol25 structures with the same formula, charge and spin ... 400.7 kJ/mol
Lowest unoccupied orbital energy ... 0.81 eV

XYZ file:
```
13
Properties=species:S:1:pos:R:3:forces:R:3:lowdin_charge:R:1
C 2.1524 -0.6905 0.6591 3.158 -0.571 1.978 -0.08
N 0.9887 -0.7864 0.2994 -3.860 -0.143 -1.448 0.03
C 0.1261 0.3801 0.2639 2.208 -0.324 1.062 -0.30
C -0.5928 0.8825 -0.8703 -0.453 3.355 -1.186 -0.07
N -1.3618 0.2649 0.2223 1.952 -1.408 -0.350 -0.03
F -1.8721 1.0862 1.1993 -0.519 1.027 0.005 -0.03
H 2.7077 0.1749 1.0611 -0.560 0.431 -0.403 0.08
H 2.7454 -1.6117 0.8227 -0.323 0.286 -0.604 0.08
H 0.5838 1.1431 0.9082 -0.970 0.119 0.082 0.15
H -0.6035 1.9815 -1.1614 -0.086 -0.997 1.588 0.14
H -0.6024 0.4878 -1.8455 -0.475 -1.831 -0.664 0.10
F -2.2825 -1.9107 -1.1475 0.056 -0.070 0.163 -0.11
H -1.9889 -1.4017 -0.4112 -0.127 0.125 -0.222 0.03
```
Positions in Å, forces in eV/Å.



2 unconnected molecules or ions with the total composition C3H6F3NOS, computed with ωB97M-V with the def2-TZVPD basis set.

HOMO level (spin up / spin down) ... -8.4 / -8.4 eV
Orbital gap (spin up / spin down) ... 6.26 / 6.26 eV
Energy above the lowest of the compared OMol25 structures with the same formula, charge and spin ... 217.2 kJ/mol
Lowest unoccupied orbital energy (spin up / spin down) ... -2.14 / -2.14 eV

XYZ file:
```
15
Properties=species:S:1:pos:R:3:forces:R:3:lowdin_charge:R:1
C 2.3969 -0.4016 -0.7726 -1.748 -0.075 -3.013 -0.16
C -0.3497 1.7226 1.3039 0.426 -1.131 1.430 -0.12
C -2.2085 -1.1929 -0.7555 -0.038 1.008 0.855 -0.44
N 1.2147 0.3408 -0.3680 -1.418 1.685 1.313 -0.32
O 0.2347 -0.9101 1.6201 -0.520 -0.821 1.260 -0.39
F -2.9791 -2.0009 0.0179 0.780 0.654 -0.371 0.07
F -2.0354 -1.8096 -1.9245 0.408 0.104 0.315 0.09
F -2.9088 -0.0552 -1.0015 0.081 -0.432 0.102 0.04
S 0.0462 0.0635 0.5928 2.547 -0.587 -2.279 0.83
H 2.2147 -0.5431 -1.9113 0.790 0.411 1.493 0.10
H 2.2895 -1.4150 -0.4481 0.992 -0.588 0.896 0.05
H 3.3548 0.1745 -0.6611 -1.082 -0.744 0.385 0.10
H -0.4433 1.6472 2.4317 -0.055 -0.376 -1.516 0.10
H 0.4139 2.4260 1.0560 0.591 0.111 -0.397 0.05
H -1.2406 1.9538 0.8203 -1.754 0.781 -0.473 0.02
```
Positions in Å, forces in eV/Å.



C3H6FN in the gas phase, computed with ωB97M-V with the def2-TZVPD basis set.

HOMO level ... -10.0 eV
Orbital gap ... 11.10 eV
Energy above the lowest of the compared OMol25 structures with the same formula, charge and spin ... 42.1 kJ/mol
Lowest unoccupied orbital energy ... 1.15 eV

XYZ file:
```
11
Properties=species:S:1:pos:R:3:forces:R:3:lowdin_charge:R:1
C 1.6252 0.2909 -0.2309 0.667 2.003 -1.474 -0.13
C 0.3180 -0.4291 0.0100 -0.687 -2.706 2.146 -0.33
N -0.8190 0.3909 0.4762 -3.373 -0.769 -1.560 0.05
C -2.0960 0.0814 0.2859 6.883 0.853 0.354 -0.23
F -2.9075 1.0460 0.5828 -1.756 0.499 0.475 0.07
H 2.5736 -0.0964 0.2336 -1.217 -0.057 -0.545 0.08
H 1.7699 0.4601 -1.3798 0.014 -0.507 2.065 0.10
H 1.4969 1.3180 0.1499 0.202 -0.279 0.027 0.06
H 0.4406 -1.2164 0.8574 0.096 1.114 -1.348 0.13
H 0.1165 -1.0083 -0.8900 -0.523 -0.092 -0.006 0.09
H -2.5183 -0.8371 -0.0952 -0.307 -0.058 -0.135 0.12
```
Positions in Å, forces in eV/Å.



C3H6FN3 in the gas phase, computed with ωB97M-V with the def2-TZVPD basis set.

HOMO level ... -9.7 eV
Orbital gap ... 10.13 eV
Energy above the lowest of the compared OMol25 structures with the same formula, charge and spin ... 135.9 kJ/mol
Lowest unoccupied orbital energy ... 0.46 eV

XYZ file:
```
13
Properties=species:S:1:pos:R:3:forces:R:3:lowdin_charge:R:1
H -0.1594 -0.5189 -2.5007 -0.192 -0.307 -0.691 0.05
N -0.8173 -0.8968 -1.8250 0.799 0.589 0.688 0.16
C -0.4184 -0.3853 -0.7214 -1.436 -0.219 -0.025 -0.40
N -1.1848 -0.5526 0.4366 -0.950 -0.166 -1.361 -0.08
N -0.5659 -0.9572 1.6012 0.436 -1.818 0.105 0.01
C 0.7316 0.5412 -0.6089 -0.066 -0.175 -0.285 -0.29
C 0.8791 1.5372 0.2475 0.885 -0.320 -0.276 0.10
F 1.6311 0.2772 -1.5986 0.041 0.396 0.691 0.04
H -2.0176 -1.1209 0.2466 0.533 0.391 -0.042 0.13
H -0.2262 -0.1566 2.0502 0.793 0.911 0.956 0.04
H 0.1886 -1.6366 1.4049 -0.461 0.626 0.369 0.10
H 0.1432 1.8006 0.9769 -0.415 -0.191 0.144 0.07
H 1.8160 2.0685 0.2907 0.033 0.284 -0.273 0.08
```
Positions in Å, forces in eV/Å.



C3H6FN3 in the gas phase, computed with ωB97M-V with the def2-TZVPD basis set.

HOMO level ... -9.3 eV
Orbital gap ... 10.14 eV
Energy above the lowest of the compared OMol25 structures with the same formula, charge and spin ... 254.3 kJ/mol
Lowest unoccupied orbital energy ... 0.85 eV

XYZ file:
```
13
Properties=species:S:1:pos:R:3:forces:R:3:lowdin_charge:R:1
H -2.2866 0.5112 1.4880 0.384 0.080 1.561 0.02
N -2.1370 0.5336 0.5178 1.704 0.154 -2.885 0.14
C -0.9430 0.2782 0.0909 -3.001 -1.478 0.097 -0.40
N -0.6032 0.0170 -1.2569 -1.085 0.698 -0.413 -0.01
N 0.7513 -0.5248 -1.2466 -2.063 -1.212 -0.928 -0.07
C 1.2883 0.2330 -0.1483 1.659 1.888 -0.040 -0.20
C 0.2671 -0.1639 0.8859 0.215 0.726 2.486 -0.26
F 0.2801 -1.5793 1.0881 -0.113 0.869 -0.118 -0.05
H -0.9730 0.6109 -2.0774 1.197 -1.500 1.941 0.18
H 0.6124 -1.5823 -0.8324 0.590 3.237 -1.585 0.17
H 1.1310 1.5141 -0.2840 0.868 -3.909 0.073 0.21
H 2.3510 -0.1119 -0.1608 -0.606 0.743 1.191 0.12
H 0.2616 0.2641 1.9358 0.253 -0.297 -1.380 0.16
```
Positions in Å, forces in eV/Å.



C3H6FN3 in the gas phase, computed with ωB97M-V with the def2-TZVPD basis set.

HOMO level ... -8.5 eV
Orbital gap ... 9.28 eV
Energy above the lowest of the compared OMol25 structures with the same formula, charge and spin ... 145.1 kJ/mol
Lowest unoccupied orbital energy ... 0.81 eV

XYZ file:
```
13
Properties=species:S:1:pos:R:3:forces:R:3:lowdin_charge:R:1
H -1.5388 -1.2798 -2.3448 0.235 0.177 0.408 0.05
N -1.1469 -0.7063 -1.5908 0.313 -0.368 -0.053 0.08
C -0.2015 -1.3297 -0.9954 -0.317 0.187 -0.017 -0.26
N 0.5127 -0.8071 0.0473 -0.242 0.777 -0.044 -0.21
N 1.5048 -1.6416 0.5986 -0.819 -0.007 1.394 0.05
C 0.2968 0.4788 0.6016 0.308 -0.344 -0.030 -0.06
C -0.5870 1.4040 0.2367 0.176 -0.090 -0.434 -0.13
F -0.5801 2.5863 0.9080 -0.054 -0.288 -0.117 -0.02
H 0.1615 -2.3274 -1.1864 -0.049 -0.396 -0.348 0.11
H 2.4139 -1.2166 0.5087 0.236 0.237 -0.145 0.08
H 1.3049 -1.7261 1.6214 0.301 -0.086 -1.164 0.11
H 0.9926 0.6932 1.4039 -0.150 0.098 0.068 0.12
H -1.2560 1.3456 -0.6182 0.062 0.103 0.482 0.09
```
Positions in Å, forces in eV/Å.



Please write out number 9 again, unchanged.
C3H6FN in the gas phase, computed with ωB97M-V with the def2-TZVPD basis set.

HOMO level ... -10.0 eV
Orbital gap ... 11.10 eV
Energy above the lowest of the compared OMol25 structures with the same formula, charge and spin ... 42.1 kJ/mol
Lowest unoccupied orbital energy ... 1.15 eV

XYZ file:
```
11
Properties=species:S:1:pos:R:3:forces:R:3:lowdin_charge:R:1
C 1.6252 0.2909 -0.2309 0.667 2.003 -1.474 -0.13
C 0.3180 -0.4291 0.0100 -0.687 -2.706 2.146 -0.33
N -0.8190 0.3909 0.4762 -3.373 -0.769 -1.560 0.05
C -2.0960 0.0814 0.2859 6.883 0.853 0.354 -0.23
F -2.9075 1.0460 0.5828 -1.756 0.499 0.475 0.07
H 2.5736 -0.0964 0.2336 -1.217 -0.057 -0.545 0.08
H 1.7699 0.4601 -1.3798 0.014 -0.507 2.065 0.10
H 1.4969 1.3180 0.1499 0.202 -0.279 0.027 0.06
H 0.4406 -1.2164 0.8574 0.096 1.114 -1.348 0.13
H 0.1165 -1.0083 -0.8900 -0.523 -0.092 -0.006 0.09
H -2.5183 -0.8371 -0.0952 -0.307 -0.058 -0.135 0.12
```
Positions in Å, forces in eV/Å.